{"formula": "C3H8OSi", "method": "ωB97M-V/def2-TZVPD", "elements": ["C", "C", "C", "O", "Si", "H", "H", "H", "H", "H", "H", "H", "H"], "positions_angstrom": [[-1.0974, 1.7542, -0.8933], [-0.1337, 0.8493, -0.8050], [-0.3403, -0.2499, 0.2035], [0.0630, -1.8773, -0.8668], [0.9545, -1.0131, 1.3064], [-0.9416, 2.6867, -1.5322], [-1.9581, 1.6993, -0.3272], [0.7709, 0.9069, -1.2925], [-1.3905, -0.2670, 0.5815], [0.3928, -1.3340, -1.5438], [0.5000, -2.1518, 2.0598], [0.8703, 0.1704, 2.1848], [2.3099, -1.1738, 0.9249]], "atomic_forces_ev_per_a": [[2.235, 2.123, -2.327], [-2.284, -1.286, 2.680], [0.427, -1.928, -2.546], [-1.588, 1.218, 3.230], [-1.264, 1.345, 0.228], [-0.376, -1.410, 0.896], [-1.772, -0.181, 0.984], [1.851, 0.210, -1.132], [0.820, -0.397, -0.484], [0.814, 0.824, -1.792], [-0.392, -0.562, 0.111], [0.555, 0.081, 0.881], [0.976, -0.038, -0.729]], "nbo_charge": [-0.3083, -0.2632, -0.2877, -0.8518, 0.9591, 0.2072, 0.1929, 0.2090, 0.2259, 0.4390, -0.1482, -0.2166, -0.1575], "energy_ev": -13161.9116, "gap_ev": 9.454, "e_lumo_ev": 0.0, "relative_energy_kcal_mol": 94.9, "total_charge": 0}

{"formula": "C3H8OSi", "method": "ωB97M-V/def2-TZVPD", "elements": ["C", "C", "C", "O", "Si", "H", "H", "H", "H", "H", "H", "H", "H"], "positions_angstrom": [[1.2440, -1.0753, -1.1924], [0.5883, -0.2296, -0.3802], [1.0307, 1.1494, 0.0293], [-0.7011, -0.5976, 0.2687], [-2.0341, 0.3062, -0.0672], [0.6523, -1.9959, -1.5141], [2.1505, -0.7304, -1.6007], [2.0789, 1.0231, 0.2714], [0.8660, 1.8114, -0.8672], [0.4274, 1.3751, 0.9358], [-1.6448, 1.7085, 0.4387], [-1.9088, 0.2105, -1.5762], [-2.8840, -0.3972, 0.8577]], "atomic_forces_ev_per_a": [[-3.479, -0.557, 0.880], [-1.792, -1.119, 0.753], [-0.620, -0.785, -0.421], [3.451, -0.198, -1.214], [2.186, 0.772, -0.269], [1.457, 1.175, 0.425], [0.973, -0.085, -0.588], [0.266, 0.653, 0.050], [0.204, -0.163, 1.328], [0.737, 0.527, -0.759], [-0.956, -0.581, -0.509], [-1.180, 0.359, 0.454], [-1.246, 0.001, -0.129]], "nbo_charge": [-0.4983, 0.3402, -0.7020, -0.9166, 1.1794, 0.2267, 0.2119, 0.2345, 0.2331, 0.2371, -0.2065, -0.1731, -0.1664], "energy_ev": -13164.4626, "gap_ev": 10.046, "e_lumo_ev": 0.8, "smiles": "C=C(C)O[SiH3]", "relative_energy_kcal_mol": 36.1, "total_charge": 0}

{"formula": "C3H8OSi", "method": "ωB97M-V/def2-TZVPD", "elements": ["C", "C", "C", "O", "Si", "H", "H", "H", "H", "H", "H", "H", "H"], "positions_angstrom": [[0.0181, 0.0393, 0.0381], [0.5068, -1.3207, -0.3257], [0.6637, 1.3768, -0.2577], [-1.8317, 0.0068, -1.0785], [-1.8974, 0.0006, 0.4466], [1.5828, -1.3862, -0.4543], [0.1908, -1.5068, -1.3499], [-0.0241, -2.0539, 0.3347], [0.2188, 1.7781, -1.0735], [1.6333, 1.2848, -0.5844], [0.3907, 1.9700, 0.5097], [-1.9620, -0.9042, 1.5453], [-2.6962, 1.2463, 0.8486]], "atomic_forces_ev_per_a": [[-2.190, 0.674, -0.354], [-0.536, 0.338, -0.050], [-0.689, -4.278, 0.023], [0.762, -0.921, -2.619], [0.856, 2.649, 2.084], [0.300, -0.195, 0.799], [-0.428, -0.052, -0.141], [1.076, 0.230, -0.593], [-1.952, 1.127, -2.730], [2.706, 0.007, 0.080], [0.077, 2.328, 2.684], [-0.525, -1.337, 0.507], [0.544, -0.571, 0.309]], "nbo_charge": [0.0770, -0.7425, -0.7100, -1.1049, 1.4787, 0.2359, 0.2863, 0.2346, 0.2712, 0.2183, 0.2331, -0.2444, -0.2334], "energy_ev": -13162.7066, "gap_ev": 9.062, "e_lumo_ev": -0.1, "relative_energy_kcal_mol": 76.6, "total_charge": 0}

{"formula": "C3H8P2", "method": "ωB97M-V/def2-TZVPD", "elements": ["C", "C", "C", "P", "P", "H", "H", "H", "H", "H", "H", "H", "H"], "positions_angstrom": [[-2.6418, 0.6498, -0.9495], [1.8663, 0.0492, 0.2950], [0.9617, -0.8335, -0.4600], [-0.6093, -1.3703, 0.2526], [-1.7749, 0.4517, 0.5120], [-2.1808, 0.7975, -1.9558], [1.7145, -0.1954, 1.4684], [2.9063, -0.1167, -0.0805], [1.6028, 1.1095, 0.2207], [1.4119, -1.7878, -0.6074], [0.7122, -0.4192, -1.4750], [-1.1532, 1.5239, 1.1748], [-2.8158, 0.1413, 1.6048]], "atomic_forces_ev_per_a": [[0.528, -0.591, -0.493], [0.608, 0.325, 3.047], [-1.362, 0.594, -1.945], [-1.347, 0.006, 0.524], [-1.843, -0.358, 0.924], [0.037, 0.106, 1.085], [0.977, 0.466, -2.547], [-0.670, 0.353, 0.793], [0.105, -0.166, -0.178], [0.558, -0.816, -0.397], [0.433, -0.422, 0.658], [0.360, 0.195, 0.004], [1.616, 0.309, -1.475]], "nbo_charge": [-0.7754, -0.6122, -0.7674, 0.3363, 0.5581, 0.1855, 0.2030, 0.2242, 0.2139, 0.2339, 0.2438, -0.0437, 0.0000], "energy_ev": -21812.3379, "gap_ev": [6.625, 7.401], "e_lumo_ev": [-1.5, -0.4], "relative_energy_kcal_mol": 102.1, "total_charge": 0}

{"formula": "C3H8P2", "method": "ωB97M-V/def2-TZVPD", "elements": ["C", "C", "C", "P", "P", "H", "H", "H", "H", "H", "H", "H", "H"], "positions_angstrom": [[-1.1070, -0.3500, 0.6901], [0.9689, 0.8841, -1.7583], [-0.0632, 1.5004, -0.7519], [0.0795, 0.7157, 0.9707], [-0.2905, -2.1928, 2.8933], [-1.5672, -1.1890, 1.1440], [1.9696, 1.1569, -1.2737], [0.9306, -0.2068, -1.6816], [0.9317, 1.3900, -2.7103], [-1.0190, 1.0941, -1.0162], [-0.0425, 2.6554, -0.7409], [-1.2151, -3.2398, 2.6680], [0.4242, -2.2183, 1.5669]], "atomic_forces_ev_per_a": [[0.560, 0.255, 0.546], [1.515, 1.257, 3.150], [0.513, 0.792, -0.454], [0.163, 0.514, -0.744], [1.003, 0.393, -0.925], [-0.876, -0.726, 0.056], [-0.857, -0.415, -1.008], [-0.246, 0.244, -0.763], [-0.175, -0.455, -0.460], [-0.779, 0.646, -0.523], [-0.070, -1.898, 0.039], [0.079, -0.084, -0.404], [-0.831, -0.523, 1.489]], "nbo_charge": [-0.6034, -0.6184, -0.6788, 0.6267, 0.0865, 0.1694, 0.1953, 0.2189, 0.2223, 0.2225, 0.2262, -0.0486, -0.0187], "energy_ev": -21812.5556, "gap_ev": [7.495, 7.825], "e_lumo_ev": [-1.1, -0.8], "relative_energy_kcal_mol": 97.1, "total_charge": 0}

{"formula": "C3H8P2", "method": "ωB97M-V/def2-TZVPD", "elements": ["C", "C", "C", "P", "P", "H", "H", "H", "H", "H", "H", "H", "H"], "positions_angstrom": [[-2.7532, 0.2193, -1.2899], [1.3027, -0.9758, 1.1795], [0.5617, 1.6357, 0.2532], [-2.4221, 0.3285, 0.3076], [1.5728, 0.2299, -0.1504], [-3.7148, 0.5377, -1.5788], [-1.8962, 0.0474, -2.0350], [0.1838, -0.6612, 1.4708], [1.9180, -1.0255, 2.1145], [1.1703, -1.9441, 0.7842], [0.2973, 2.3715, -0.4739], [0.9559, 2.0945, 1.0892], [0.6383, -0.3235, -1.1331]], "atomic_forces_ev_per_a": [[2.683, -0.015, -0.333], [-3.144, 1.461, 2.131], [0.299, -1.281, -0.907], [0.236, 0.029, 0.550], [-0.379, 0.174, -1.643], [-1.067, -0.016, -0.947], [-1.647, 0.196, 0.837], [2.297, -0.935, -0.028], [-0.294, 0.446, -1.151], [0.227, -1.201, -0.582], [-0.319, 0.044, -0.733], [0.303, 1.062, 2.218], [0.804, 0.037, 0.588]], "nbo_charge": [-0.9471, -0.9634, -0.7086, 0.4923, 0.6068, 0.2250, 0.2358, 0.2370, 0.2473, 0.2409, 0.2033, 0.1756, -0.0450], "energy_ev": -21813.2146, "gap_ev": [7.534, 7.092], "e_lumo_ev": [-0.4, -0.6], "relative_energy_kcal_mol": 81.9, "total_charge": 0}

{"formula": "C3H8S", "method": "ωB97M-V/def2-TZVPD", "elements": ["C", "C", "C", "S", "H", "H", "H", "H", "H", "H", "H", "H"], "positions_angstrom": [[-1.0607, -0.5062, 0.7991], [-0.4933, 0.1204, -0.4373], [0.7305, 0.8971, -0.0111], [2.1593, -0.0221, 0.5322], [-2.0539, -0.6447, 0.6678], [-0.6237, -1.4663, 0.8260], [-0.7732, -0.0965, 1.7526], [-1.1681, 0.8142, -0.7864], [-0.3016, -0.5811, -1.2040], [1.2740, 0.9075, -2.5560], [0.6873, 1.9078, 0.3282], [1.6233, -1.3303, 0.0889]], "atomic_forces_ev_per_a": [[2.182, -0.739, 0.154], [1.834, 1.356, 2.002], [1.285, -1.636, -1.200], [-1.826, -1.664, -0.955], [-3.329, -0.329, 0.130], [0.343, -1.498, 0.354], [-0.234, 0.788, 0.140], [-1.568, 1.637, -1.135], [0.332, -0.805, -0.736], [-0.049, 0.153, 0.334], [-0.066, 0.445, 0.133], [1.095, 2.291, 0.778]], "nbo_charge": [-0.6036, -0.4642, -0.3033, 0.0176, 0.2075, 0.1996, 0.2174, 0.2115, 0.2121, -0.0318, 0.2007, 0.1363], "energy_ev": -14070.8896, "gap_ev": [10.207, 6.883], "e_lumo_ev": [0.5, -0.4], "relative_energy_kcal_mol": 116.0, "total_charge": 0}

{"formula": "C3H8S", "method": "ωB97M-V/def2-TZVPD", "elements": ["C", "C", "H", "H", "H", "H", "C", "S", "H", "H", "H", "H"], "positions_angstrom": [[0.5193, -2.0930, 0.3650], [-0.2619, -3.0061, -0.1929], [0.9832, -2.3093, 1.3203], [0.7257, -1.1324, -0.0843], [-0.1622, -4.0768, -0.0530], [-0.9514, -2.7726, -0.9999], [-0.1138, 2.7839, -0.6787], [-0.2304, 1.8212, 0.9221], [-0.6798, 3.7102, -0.6592], [0.9420, 2.9567, -0.8378], [-0.5740, 2.0767, -1.3561], [-0.1968, 2.0414, 2.2545]], "atomic_forces_ev_per_a": [[-0.023, -0.364, 0.295], [-0.006, -0.152, -1.043], [0.656, -0.122, -0.308], [-0.652, 0.345, 0.349], [-0.419, 0.088, 1.020], [0.440, 0.191, -0.306], [0.175, 1.188, 1.800], [-0.573, -3.147, -0.848], [0.046, 0.038, -0.088], [-0.034, 0.058, -0.418], [0.135, -0.150, 0.031], [0.254, 2.027, -0.484]], "nbo_charge": [-0.3767, -0.3930, 0.1894, 0.2025, 0.1925, 0.1833, -0.6371, -0.2268, 0.2209, 0.2217, 0.2375, 0.1858], "energy_ev": -14073.2723, "gap_ev": 9.561, "e_lumo_ev": 0.5, "smiles": "C=C.CS", "relative_energy_kcal_mol": 61.1, "total_charge": 0}

{"formula": "C3H8S2", "method": "ωB97M-V/def2-TZVPD", "elements": ["C", "C", "C", "H", "H", "H", "H", "H", "H", "S", "S", "H", "H"], "positions_angstrom": [[-0.8875, 1.5262, -0.6185], [-0.8594, 1.0888, -1.8900], [-1.8268, 0.5445, -2.7996], [-0.1124, 1.9251, -0.1046], [-1.7391, 1.3418, -0.0712], [0.0368, 1.1800, -2.5474], [-2.4363, 1.5644, -3.0878], [-1.2738, -0.0038, -3.6232], [-2.4426, -0.2605, -2.3969], [2.4013, -3.0663, 3.6767], [3.8480, -2.3437, 4.8892], [1.4278, -2.3664, 4.1836], [3.8639, -1.1302, 4.3895]], "atomic_forces_ev_per_a": [[-1.051, -1.896, -3.544], [3.353, 1.113, 0.856], [-2.289, 0.420, -1.534], [2.489, 1.220, 1.083], [-2.016, -0.209, 1.255], [0.115, 0.603, 1.395], [0.985, -3.040, -0.161], [-0.934, 1.275, 0.392], [-0.652, 0.512, 0.260], [0.282, -0.776, -0.932], [0.466, -0.389, 0.798], [-1.020, 0.407, 0.453], [0.272, 0.758, -0.320]], "nbo_charge": [-0.4124, -0.1605, -0.6585, 0.1954, 0.1786, 0.1816, 0.2378, 0.2195, 0.2184, -0.1125, -0.1169, 0.1134, 0.1161], "energy_ev": -24909.1625, "gap_ev": 9.717, "e_lumo_ev": 0.5, "smiles": "C=CC.SS", "relative_energy_kcal_mol": 51.5, "total_charge": 0}

{"formula": "C3H8S2", "method": "ωB97M-V/def2-TZVPD", "elements": ["C", "C", "C", "S", "S", "H", "H", "H", "H", "H", "H", "H", "H"], "positions_angstrom": [[-0.5355, -1.4517, 0.0233], [0.8599, 1.2146, -0.4351], [-0.5312, 0.0050, 0.3459], [2.3725, 0.2354, -0.2361], [-2.0296, 0.7432, -0.2286], [0.4725, -1.8659, 0.1024], [-1.3152, -2.0103, 0.5491], [-0.6042, -1.5129, -1.1026], [0.6311, 1.5567, -1.4841], [0.7148, 2.1556, 0.1172], [-0.4926, 0.1653, 1.4423], [3.2827, 0.9305, 0.5855], [-2.8253, -0.1654, 0.3207]], "atomic_forces_ev_per_a": [[1.766, 0.054, -2.651], [-2.348, -1.410, 1.161], [1.491, 2.363, 0.022], [0.812, 0.656, 0.304], [-0.602, 0.988, -0.519], [-0.103, -0.308, 0.976], [0.279, 0.078, -0.154], [-0.814, -0.222, 1.029], [0.211, -1.261, 0.794], [0.466, -0.703, 0.455], [0.644, 0.188, -0.680], [-1.416, -0.222, -0.848], [-0.386, -0.199, 0.113]], "nbo_charge": [-0.6764, -0.5430, -0.2936, -0.0547, -0.0271, 0.2324, 0.2270, 0.2171, 0.2269, 0.2318, 0.2021, 0.1506, 0.1070], "energy_ev": -24909.0189, "gap_ev": 9.673, "e_lumo_ev": 0.8, "relative_energy_kcal_mol": 54.8, "total_charge": 0}

{"formula": "C3H8S2", "method": "ωB97M-V/def2-TZVPD", "elements": ["C", "C", "C", "S", "S", "H", "H", "H", "H", "H", "H", "H", "H"], "positions_angstrom": [[1.4794, -0.3396, 2.0023], [2.4199, 0.1772, 1.0344], [-4.5672, 0.0464, -1.3059], [-5.5679, -1.2617, -1.5450], [2.8937, 0.4052, -1.7221], [0.9921, 0.2474, 2.7745], [1.0486, -1.3241, 1.8717], [2.1942, 1.1799, 0.6550], [3.4956, 0.1214, 1.1728], [2.2413, -0.4148, 0.0998], [-4.6139, 0.7803, -0.5001], [-3.8368, 0.1918, -2.1102], [1.8210, 0.1908, -2.4271]], "atomic_forces_ev_per_a": [[0.655, 0.547, -0.704], [-1.440, -0.489, 1.011], [-1.164, -1.936, -1.318], [1.280, 1.989, 0.811], [0.793, 0.151, 0.584], [-0.201, 0.401, -0.467], [0.497, -0.295, 0.264], [0.150, 0.771, 0.783], [0.089, -0.422, -0.091], [0.447, -0.482, -0.774], [-0.124, -0.346, -0.028], [0.011, 0.296, 0.533], [-0.992, -0.185, -0.604]], "nbo_charge": [-0.0807, -0.7635, -0.4426, 0.0549, -0.5237, 0.1855, 0.1866, 0.2882, 0.2972, 0.3038, 0.1955, 0.1922, 0.1066], "energy_ev": -24905.0800, "gap_ev": 5.102, "e_lumo_ev": -2.6, "relative_energy_kcal_mol": 145.7, "total_charge": 0}

{"formula": "C3H8S2", "method": "ωB97M-V/def2-TZVPD", "elements": ["C", "C", "H", "H", "H", "H", "C", "S", "S", "H", "H", "H", "H"], "positions_angstrom": [[-1.4093, 1.7865, 1.3743], [-0.3906, 2.5415, 0.9017], [-2.4111, 2.2168, 1.3169], [-1.2121, 0.7660, 1.7053], [-0.4693, 3.5582, 0.4882], [0.6800, 2.2069, 0.9270], [0.4498, -2.2878, -1.7558], [0.2122, -2.4622, 0.0516], [0.9009, -0.6761, 0.7800], [-0.1921, -1.4885, -2.1509], [0.1279, -3.2352, -2.1812], [1.5158, -2.1200, -1.9623], [2.1980, -0.8060, 0.5053]], "atomic_forces_ev_per_a": [[1.317, 1.362, -1.121], [0.439, -0.585, 0.496], [0.151, -0.505, 0.224], [-0.372, 0.406, 0.109], [-0.462, -0.517, 0.334], [-1.220, 0.021, -0.015], [-0.139, 0.351, 0.413], [0.212, -0.115, -0.343], [-0.288, 0.065, -0.178], [0.384, -0.171, 0.117], [0.062, -0.101, -0.048], [-0.445, -0.008, -0.061], [0.360, -0.202, 0.071]], "nbo_charge": [-0.4017, -0.3833, 0.1999, 0.2036, 0.1934, 0.1865, -0.7379, 0.0880, -0.1406, 0.2261, 0.2279, 0.2196, 0.1185], "energy_ev": -24910.0489, "gap_ev": 9.511, "e_lumo_ev": 0.7, "smiles": "C=C.CSS", "relative_energy_kcal_mol": 31.1, "total_charge": 0}